# C20H37N3NiO3S2

A structure of composition C20H37N3NiO3S2 (the ωB97M-V functional and the def2-TZVPD basis, the OMol25 dataset).

Properties
Gap between HOMO and LUMO (spin up / spin down), eV: 3.471 / 1.907
⟨S²⟩: 2.025
Total charge: +2
Lowest unoccupied orbital energy (spin up / spin down), eV: -9.216 / -10.780
Multiplicity: 3
Total energy, a.u.: -3477.94183
E_HOMO (spin up / spin down), hartree: -0.466 / -0.466

XYZ file:
```
66
Properties=species:S:1:pos:R:3:forces:R:3
C -0.67055 -3.08442 0.32066 0.299 0.546 0.319
C 0.18569 -3.30083 1.65275 -0.452 -0.287 -0.123
C 1.67319 -3.87115 1.40087 -0.792 0.541 0.455
C 2.48519 -3.10141 0.26247 1.026 -0.560 -0.019
C 3.38303 -1.87623 0.76939 -0.195 0.163 -0.296
C 2.72636 -0.96788 1.90377 1.646 0.163 0.152
N 1.83735 0.13673 1.34874 1.236 0.048 1.292
C 2.81357 1.25236 1.08431 -0.015 0.715 -0.565
C 2.28822 2.31888 0.01852 0.941 -0.095 0.180
C 2.39051 1.68411 -1.45051 -0.583 0.525 0.403
S 3.96671 2.39974 -2.21155 -1.960 -0.335 -2.584
C 3.52117 2.58984 -3.98130 0.497 0.243 1.534
S 4.34847 3.66706 -4.96817 -1.031 0.093 1.017
N 2.43226 1.78109 -4.57811 -0.188 0.860 0.231
C 1.26320 2.37982 -5.13233 1.237 -4.350 -0.055
C 0.51594 1.09578 -5.63973 2.491 -0.838 1.406
N 1.25936 -0.09487 -5.32536 0.815 4.490 0.729
C 2.44974 0.33347 -4.65090 -3.888 1.066 -1.869
C 0.92981 0.54094 2.45952 -1.959 0.321 0.966
C -0.35271 1.39210 1.96839 1.137 0.230 0.023
O -0.09953 2.76114 2.43441 -0.173 -0.540 -0.823
O -1.57492 0.85303 2.50413 1.041 1.779 -1.397
C -2.60129 1.82948 2.20647 -1.709 0.692 0.350
C -4.08364 1.21862 2.18162 1.202 -0.317 1.461
O -4.26180 0.14809 1.23535 -0.870 1.976 0.110
C -5.30750 0.41410 0.27526 -0.680 -1.940 -1.327
C -6.15912 -0.95827 0.06338 -0.254 0.474 0.666
C -5.34702 -2.27717 0.46204 -0.993 -0.441 -0.664
H -0.19841 -2.24690 -0.31452 -0.643 -1.396 0.761
H -0.70780 -4.07118 -0.25403 -0.084 1.479 0.600
H -1.72501 -2.70155 0.56700 1.500 -0.826 -0.281
H -0.40264 -4.04653 2.29929 1.027 1.024 -0.828
H 0.22120 -2.33234 2.24812 -0.039 -1.154 -0.828
H 1.58441 -4.98400 1.17289 0.240 1.497 0.137
H 2.21177 -3.77090 2.41448 -0.541 -0.310 -1.607
H 1.85839 -2.72965 -0.60832 0.413 -0.647 1.266
H 3.21702 -3.87086 -0.18593 -1.065 1.201 0.538
H 3.57337 -1.20902 -0.15426 -0.194 -0.816 1.316
H 4.42847 -2.23197 1.08778 -1.679 0.434 -0.193
H 3.60015 -0.40746 2.41269 -1.151 -1.084 -0.366
H 2.22682 -1.56232 2.73137 0.424 0.682 -1.365
H 3.09718 1.80237 2.04109 -0.424 -0.652 -1.006
H 3.79879 0.83096 0.66021 -1.523 0.478 0.558
H 2.99318 3.22865 0.10031 -1.057 -1.250 -0.206
H 1.24488 2.71939 0.20592 1.290 -0.768 -0.191
H 2.46374 0.55111 -1.44198 -0.211 1.424 0.094
H 1.51885 2.06981 -2.06778 1.129 -0.705 0.572
H 1.00741 3.48033 -5.17757 0.584 -1.555 0.142
H -0.48352 1.13467 -6.17898 1.508 -0.410 0.806
H 3.27240 -0.34497 -4.23970 -1.256 1.226 -0.670
H 1.45698 1.16890 3.26885 -0.656 -0.770 -1.224
H 0.48260 -0.35164 3.03060 0.836 1.067 -1.231
H -0.40015 1.47977 0.81862 -0.132 -0.647 1.493
H -0.33173 3.39853 1.72912 -0.125 -0.600 0.725
H -2.39530 2.38075 1.21715 -0.220 -0.939 1.175
H -2.61027 2.61997 3.04446 0.049 -1.073 -1.301
H -4.79307 2.09753 2.05985 0.774 -1.124 -0.097
H -4.26525 0.76504 3.22391 0.225 0.734 -1.413
H -6.06565 1.19561 0.59507 1.326 -0.608 -0.358
H -4.82265 0.62692 -0.74251 -0.660 0.233 1.420
H -7.09327 -0.85815 0.72946 1.397 -0.379 -0.950
H -6.56185 -1.02512 -1.00523 0.763 0.214 1.394
H -5.56875 -2.56896 1.54807 0.718 0.527 -1.594
H -5.75679 -3.12729 -0.19817 0.627 1.153 1.085
H -4.23914 -2.19757 0.23298 -1.366 0.002 0.545
Ni 4.15190 5.82396 -3.48437 0.373 -0.885 -0.491
```
Positions in Å, forces in eV/Å.

Results of the Mulliken charge analysis, in e, for atoms 1 through 4: number 1, C, carries -0.681; number 2, C, carries 0.113; number 3, C, carries -0.881; number 4, C, carries -0.545

# C20H37N3O3

The molecule C20H37N3O3 (the ωB97M-V functional and the def2-TZVPD basis, the OMol25 dataset).

Properties
Gap between HOMO and LUMO, eV: 9.368
Energy relative to the best compared isomer or geometry (same formula, charge and spin), kJ/mol: 14.9
Total charge: 0
Lowest unoccupied orbital energy, eV: 0.693
Structure (SMILES): CC(C)C[C@H](NC(=O)[C@H]1CC[C@H](C)CC1)C(=O)NCCN1CCOCC1
Total energy, a.u.: -1174.32313
E_HOMO, hartree: -0.319

XYZ file:
```
63
Properties=species:S:1:pos:R:3:forces:R:3
C -2.10681 -3.10974 0.24999 0.170 -0.197 0.188
C -0.68988 -3.67701 0.24173 0.052 0.079 -0.064
C -0.30210 -4.15260 -1.15735 -0.044 -0.029 0.303
C 0.32816 -2.67528 0.80546 -0.133 -0.048 0.036
C 0.32903 -1.31460 0.11233 -0.111 -0.129 0.117
N 1.67290 -0.75881 0.08167 -0.093 -0.222 0.266
C 2.07072 0.12309 -0.85312 0.494 0.146 0.004
O 1.31818 0.51831 -1.73120 -0.166 0.129 -0.376
C 3.51128 0.58978 -0.74568 -0.102 -0.124 0.132
C 4.50370 -0.57464 -0.80161 0.126 0.187 -0.265
C 5.93450 -0.04642 -0.74521 -0.143 -0.199 0.364
C 6.16939 0.77251 0.52507 0.224 0.281 -0.290
C 7.60123 1.29710 0.57612 -0.247 -0.168 0.107
C 5.16542 1.92484 0.58432 -0.093 -0.323 0.280
C 3.73037 1.40824 0.53117 0.095 0.242 -0.226
C -0.58822 -0.30214 0.83479 0.221 -0.177 -0.489
O -0.98725 -0.46112 1.97098 -0.158 -0.078 0.404
N -0.86062 0.76980 0.07455 -0.105 0.276 -0.282
C -1.59182 1.92253 0.55035 -0.136 0.146 -0.013
C -2.76323 2.29179 -0.36600 0.067 0.017 0.239
N -4.01169 1.67790 0.04550 -0.009 0.037 -0.089
C -5.13447 2.18883 -0.72242 -0.273 -0.140 0.142
C -6.43060 1.58557 -0.18214 0.083 0.364 -0.153
O -6.41284 0.18085 -0.25684 -0.087 -0.103 -0.126
C -5.31919 -0.32911 0.47052 0.367 -0.105 0.024
C -3.99031 0.22684 -0.03840 -0.327 -0.120 0.164
H -2.21253 -2.31784 -0.48736 -0.062 0.168 -0.148
H -2.34658 -2.70081 1.22789 -0.096 0.077 0.103
H -2.82674 -3.89020 0.01428 -0.111 -0.036 -0.087
H -0.66980 -4.54771 0.90760 0.004 0.063 -0.024
H -0.31268 -3.33263 -1.87134 -0.002 0.100 -0.139
H -1.00470 -4.90710 -1.50305 -0.060 -0.077 -0.108
H 0.69407 -4.58994 -1.15290 0.117 -0.058 -0.059
H 1.32465 -3.11672 0.72572 0.038 0.021 -0.014
H 0.10829 -2.50611 1.86288 0.090 -0.017 -0.019
H 0.00690 -1.39181 -0.93070 0.014 0.008 0.110
H 2.27398 -0.97759 0.85929 0.073 0.021 -0.083
H 3.68596 1.24005 -1.60921 -0.106 -0.065 0.046
H 4.33964 -1.25157 0.04045 -0.023 -0.073 0.019
H 4.35169 -1.14261 -1.72178 -0.052 -0.085 0.039
H 6.63502 -0.88347 -0.77924 0.064 0.016 -0.064
H 6.12406 0.58253 -1.61777 0.066 0.045 -0.083
H 6.00539 0.12314 1.39326 -0.047 -0.021 0.003
H 8.31182 0.47415 0.54926 0.133 -0.052 -0.008
H 7.79797 1.94726 -0.27369 0.048 0.093 -0.110
H 7.76844 1.86562 1.48810 0.081 0.085 0.084
H 5.31385 2.49667 1.50269 0.039 0.082 -0.019
H 5.34055 2.59656 -0.25895 0.046 0.090 -0.051
H 3.53854 0.79002 1.41204 -0.041 -0.010 0.064
H 3.03119 2.24703 0.55470 -0.068 -0.036 0.065
H -0.39769 0.84743 -0.82657 0.044 -0.176 0.128
H -0.90535 2.77426 0.61242 -0.077 -0.048 0.066
H -1.96112 1.69260 1.55164 0.053 0.109 -0.072
H -2.49841 2.03020 -1.40760 -0.038 0.064 0.007
H -2.91423 3.37344 -0.32077 0.036 -0.027 -0.068
H -5.16967 3.27589 -0.61978 -0.014 0.001 -0.042
H -5.03925 1.93747 -1.79465 -0.007 0.045 0.034
H -7.28588 1.91574 -0.77457 0.052 0.044 0.069
H -6.56307 1.90222 0.86344 -0.017 0.011 -0.082
H -5.34957 -1.41359 0.35375 0.046 0.046 0.062
H -5.42840 -0.07173 1.53436 0.024 -0.055 -0.050
H -3.19176 -0.15785 0.59245 0.033 -0.084 -0.001
H -3.82767 -0.11064 -1.07864 0.046 -0.012 0.036
```
Positions in Å, forces in eV/Å.

Results of the Mulliken charge analysis, in e, for atoms 1 through 4: number 1, C, carries -1.483; number 2, C, carries 0.518; number 3, C, carries -1.545; number 4, C, carries -1.243

Q: Which formula does entry 1 have?
A: C20H37N3NiO3S2